Entry 1:
Density functional theory data (the ωB97M-V functional and the def2-TZVPD basis) for C43H59CaFN2O4P2Si as an isolated structure at a distorted geometry.

XYZ file:
```
113
Properties=species:S:1:pos:R:3:forces:R:3
Ca 0.13610 -0.50339 1.02800 -0.2 0.3 -0.9
C 3.39480 -0.53123 -1.14375 0.1 0.1 -0.2
Si 1.56484 0.04995 -1.17918 1.0 -0.1 -1.0
C 0.95394 -0.82305 -2.78712 -0.1 0.0 0.0
C 1.63015 -0.50036 -3.97230 -0.1 0.1 0.0
C 1.28899 -1.05141 -5.19524 0.0 0.0 0.0
C 0.23884 -1.96097 -5.26275 0.0 0.0 0.0
C -0.44014 -2.30630 -4.10590 0.0 0.0 0.0
C -0.09572 -1.76058 -2.86048 -0.1 0.2 -0.1
P -1.07265 -2.19941 -1.35303 0.1 -0.1 -0.3
C -2.79548 -2.45129 -2.00524 0.0 0.2 0.2
C -3.29956 -1.21643 -2.78052 -0.1 -0.1 0.0
C -4.83843 -1.09777 -2.76591 0.1 -0.1 0.0
C -5.48002 -2.48010 -2.67272 0.0 0.1 0.1
C -5.13542 -3.12537 -1.31958 0.1 0.1 0.0
C -3.74332 -2.69143 -0.82151 0.0 -0.1 -0.1
C -0.59013 -3.96455 -0.96528 0.1 0.1 0.0
C -0.21915 -4.91008 -2.12659 0.0 0.0 0.0
C 1.29464 -4.97937 -2.32317 0.0 0.0 0.1
C 1.97920 -5.60740 -1.09445 -0.1 0.1 0.0
C 1.23284 -5.26003 0.20823 0.1 0.1 -0.1
C 0.54816 -3.90485 0.06612 0.0 -0.1 -0.1
C 1.68256 1.92101 -1.61527 0.0 0.1 0.1
C 2.92312 2.52580 -1.86062 0.0 0.0 0.0
C 3.07286 3.90685 -1.89215 0.0 0.0 0.0
C 1.98146 4.72572 -1.63546 0.0 0.0 0.0
C 0.73898 4.15450 -1.39462 0.0 0.0 -0.1
C 0.57086 2.76933 -1.41697 0.1 0.0 0.1
P -1.05926 1.96202 -1.16798 -0.1 0.1 -0.1
C -2.06122 2.53318 -2.65197 0.2 -0.1 0.1
C -1.44461 1.92639 -3.92394 -0.1 0.1 0.0
C -2.31202 2.19497 -5.15396 0.0 0.1 0.0
C -2.56461 3.69047 -5.33459 -0.1 -0.1 0.1
C -3.18308 4.28281 -4.06902 0.1 0.0 0.0
C -2.28632 4.03344 -2.85023 -0.2 -0.1 0.0
C -1.80989 2.89367 0.25328 0.0 -0.1 0.0
C -0.86208 2.80532 1.47356 -0.4 0.0 0.0
C -1.64629 2.72178 2.78180 0.0 -0.1 -0.1
C -2.46125 1.41914 2.84345 0.0 0.1 -0.1
C -3.03370 1.03684 1.45984 0.1 0.3 0.2
C -3.19077 2.26993 0.57024 0.1 -0.1 0.0
H 3.92260 -0.42960 -2.10259 0.0 0.0 0.1
H 3.95753 0.02911 -0.38538 0.0 -0.1 -0.1
H 3.42741 -1.59021 -0.86096 0.0 0.1 0.0
H 2.43669 0.22971 -3.93331 -0.1 -0.1 0.0
H 1.82325 -0.76372 -6.09518 0.0 0.0 0.1
H -0.05390 -2.39665 -6.21191 0.0 0.0 0.0
H -1.26802 -3.00100 -4.19104 0.0 0.1 0.0
H -2.80605 -3.34384 -2.63962 0.0 0.0 -0.1
H -2.86290 -0.32615 -2.32423 0.1 0.1 0.0
H -2.94270 -1.25026 -3.80947 0.1 0.0 0.0
H -5.16512 -0.50147 -1.90560 0.0 0.0 -0.1
H -5.17991 -0.57453 -3.66088 0.0 0.0 0.0
H -6.56355 -2.41769 -2.79513 0.0 0.0 0.0
H -5.10509 -3.10038 -3.49267 0.0 0.0 0.0
H -5.88595 -2.84324 -0.57650 0.0 0.0 0.0
H -5.17366 -4.21355 -1.40943 0.0 0.0 0.0
H -3.81550 -1.75933 -0.25074 0.0 0.0 0.0
H -3.34408 -3.44038 -0.13433 0.0 0.0 0.0
H -1.47546 -4.37082 -0.46774 0.0 0.0 0.1
H -0.59339 -5.91424 -1.90022 0.0 0.0 0.0
H -0.69918 -4.61350 -3.05639 -0.1 0.0 0.0
H 1.53137 -5.55852 -3.21708 0.0 0.0 0.0
H 1.67349 -3.96837 -2.49493 0.0 0.0 0.0
H 2.02910 -6.69287 -1.21085 0.0 0.0 0.0
H 3.01029 -5.24923 -1.03554 0.0 0.0 0.0
H 0.47332 -6.01748 0.42480 0.0 0.0 0.0
H 1.92662 -5.25535 1.05356 0.0 0.0 0.0
H 0.14970 -3.55811 1.01891 0.0 0.0 0.0
H 1.30254 -3.17606 -0.25636 0.0 0.1 0.1
H 3.80041 1.90216 -2.01223 -0.1 0.1 0.0
H 4.04638 4.34446 -2.09074 -0.1 0.0 0.0
H 2.09528 5.80428 -1.61874 0.0 -0.1 0.0
H -0.10023 4.80703 -1.17635 0.0 -0.1 0.0
H -3.04533 2.06870 -2.50506 0.0 -0.1 0.0
H -0.45038 2.36301 -4.07700 0.0 0.0 0.0
H -1.30360 0.85340 -3.80102 0.1 -0.1 0.0
H -1.83157 1.77749 -6.04311 0.0 0.0 0.0
H -3.27413 1.68092 -5.03365 0.0 0.0 0.0
H -1.61186 4.19409 -5.53444 0.0 0.0 0.0
H -3.21413 3.86947 -6.19481 0.0 0.0 0.0
H -3.34724 5.35648 -4.19111 0.0 0.0 0.0
H -4.16368 3.82300 -3.89656 0.0 0.0 0.0
H -1.32489 4.52326 -3.01870 0.0 0.0 0.0
H -2.74581 4.48485 -1.96643 0.1 0.0 0.0
H -1.95214 3.93996 -0.01467 0.0 0.1 0.0
H -0.22473 1.91135 1.39843 0.1 0.2 0.0
H -0.18210 3.65458 1.48004 0.1 0.0 -0.1
H -0.96939 2.78151 3.63539 0.0 0.0 0.0
H -2.31248 3.58537 2.84715 0.0 0.0 0.0
H -1.82282 0.60990 3.20644 -0.1 0.1 0.0
H -3.27206 1.53321 3.56551 0.0 0.0 0.0
H -2.36330 0.33781 0.95172 -0.1 -0.1 -0.1
H -3.98713 0.52005 1.57383 0.0 -0.1 0.0
H -3.70838 2.00348 -0.35709 0.0 0.0 0.0
H -3.82449 3.00256 1.07751 0.0 0.0 0.0
F 4.20675 -3.15818 6.90276 0.2 0.0 0.2
C 3.67187 -2.93449 5.70722 0.0 0.0 -0.1
C 2.35626 -2.78410 5.57273 -0.2 0.0 0.0
N 1.75336 -2.54331 4.35269 0.0 0.0 -0.1
C 0.29806 -2.43754 4.24449 0.2 0.0 -0.2
C -0.10890 -1.35297 3.25054 -0.3 -0.2 0.9
O 0.51890 -0.26289 3.26022 -0.4 -0.3 0.2
O -1.03674 -1.64477 2.44161 -0.1 -0.4 1.0
C 2.50602 -2.45056 3.20312 -0.2 0.1 -0.1
O 2.02512 -2.23534 2.09546 0.1 -0.1 0.3
N 3.85792 -2.62222 3.37978 -0.1 0.0 0.1
C 4.56974 -2.85962 4.56437 0.0 0.1 -0.2
O 5.76903 -2.97493 4.57275 -0.1 0.0 0.0
H 1.70863 -2.84908 6.43654 0.0 0.0 -0.1
H -0.10301 -2.16406 5.21750 0.0 0.0 0.1
H -0.13850 -3.38043 3.92225 0.0 -0.1 0.0
H 4.40720 -2.53810 2.53863 0.1 0.0 -0.1
```
Positions in Å, forces in eV/Å.

The value obtained for the frontier orbital gap is 6.73 eV. Its LUMO energy is 0.224 eV.



Entry 2:
Density functional theory data (the ωB97M-V functional and the def2-TZVPD basis) for one molecule with the formula C9H10Cl2 at a distorted geometry.

XYZ file:
```
21
Properties=species:S:1:pos:R:3:forces:R:3
C -0.46999 0.36124 -2.09318 0.7 0.0 0.9
C -0.86164 1.34257 -1.31187 -0.1 3.7 -0.7
C -0.49092 -0.97133 -1.48468 2.7 1.2 0.7
C -1.37590 0.94799 -0.00703 4.0 2.0 0.4
C 2.48409 -0.20436 -0.57063 1.2 -0.3 -1.7
C 1.50030 -0.76391 0.13301 1.1 0.1 -2.1
C 0.24804 -1.27540 -0.40582 -0.2 -1.8 -1.2
C -0.56732 0.76120 1.02779 -2.3 2.1 2.0
C -0.99711 0.07886 2.30397 -2.9 3.2 1.5
Cl -0.25937 -2.68976 0.53276 -0.1 -0.2 -0.3
Cl 0.91549 1.65955 1.25095 -0.4 0.7 0.1
H -0.10763 0.59043 -3.04102 0.6 0.0 -1.7
H -0.82026 2.47284 -1.65444 -0.2 -2.5 0.7
H -1.30845 -1.50104 -1.77295 -2.1 -2.1 -0.4
H -2.25594 0.49161 -0.10979 -3.6 -1.9 0.5
H 3.43196 0.19684 -0.16751 -0.8 -0.5 0.5
H 2.57705 -0.19488 -1.67755 -0.9 0.2 0.7
H 1.76453 -0.99419 1.11649 -0.3 0.0 1.7
H -2.12388 -0.17761 2.39316 1.7 0.6 -0.7
H -0.76656 0.66862 3.27523 0.0 -0.9 -1.8
H -0.51648 -0.79927 2.26312 1.8 -3.4 0.7
```
Positions in Å, forces in eV/Å.

Its structure (SMILES) is C=C\C(Cl)=C/C=C\C=C(\C)Cl. The value obtained for the frontier orbital gap is 8.21 eV. Its LUMO energy is 0.018 eV.



Entry 3:
Density functional theory data (the ωB97M-V functional and the def2-TZVPD basis) for C5H7NO2 as an isolated structure at a distorted geometry.

XYZ file:
```
15
Properties=species:S:1:pos:R:3:forces:R:3
C 0.89237 1.47225 0.82475 3.0 0.4 0.3
C 0.38711 0.13829 1.21190 -2.0 -1.0 2.0
C -3.71446 -0.28489 0.49800 -0.1 -0.4 -0.3
C 1.41509 0.75450 -0.47578 1.4 3.4 -1.4
C 0.57710 -1.56621 -0.63894 -0.2 -1.7 -0.3
N 0.73139 -0.34995 0.06778 0.4 -0.5 -1.6
O -3.34524 -0.13816 -0.58005 0.6 0.4 -1.2
O -4.12250 -0.49281 1.54654 -0.4 0.0 1.5
H 1.64294 1.87955 1.57996 -0.8 -0.3 -1.2
H 1.13315 1.22290 -1.52799 0.1 -1.3 2.0
H 2.51518 0.71041 -0.45616 -0.3 -0.5 -0.2
H -0.34098 -2.10654 -0.23462 1.5 0.4 -0.6
H 0.46222 -1.29740 -1.70505 -0.4 -0.2 0.4
H 1.54658 -2.15542 -0.63508 -1.3 0.3 0.4
H 0.22005 2.21349 0.52474 -1.4 1.1 0.2
```
Positions in Å, forces in eV/Å.

The value obtained for the frontier orbital gap is 8.65 eV. Its LUMO energy is 0.613 eV.



For each record above, in turn, the calculated energy values are -3834.25254; -1269.15450; -399.85789 hartree.
For each record above, in turn, the calculated ΔE to the lowest compared entry with this formula, charge and spin values are 26.6; 483.1; 282.7 kJ/mol.